13
Properties=species:S:1:pos:R:3:forces:R:3 method="wB97M-V/def2-TZVPD" energy_ev=-10282.9602 homo_lumo_gap_ev=10.853 lumo_energy_ev=0.7
N -1.5930 -0.1808 -0.8753 -0.019 0.120 -0.065
C -1.2707 -0.0832 0.4429 0.020 0.043 0.010
O -1.9543 0.5263 1.2366 0.349 -0.115 -0.039
C -0.0033 -0.8572 0.8413 -0.070 -0.169 0.074
O 1.1454 -0.0474 1.0566 -0.045 0.197 -0.116
C 1.7729 0.6763 0.0966 0.162 0.076 -0.296
N 1.5619 0.9163 -1.1245 -0.120 -0.046 0.173
H -2.3160 0.4413 -1.2065 0.061 -0.187 -0.103
H -0.9421 -0.5889 -1.5258 -0.269 0.029 -0.007
H 0.2051 -1.6845 0.1441 0.064 0.340 0.006
H -0.1847 -1.2834 1.8268 -0.118 -0.042 -0.112
H 2.6615 1.1132 0.5641 -0.214 -0.113 -0.100
H 0.7213 0.5763 -1.5910 0.200 -0.134 0.574

13
Properties=species:S:1:pos:R:3:forces:R:3 method="wB97M-V/def2-TZVPD" energy_ev=-6665.9584 charge=+1 homo_lumo_gap_ev=10.324 lumo_energy_ev=-3.6
C -3.2668 0.1459 0.0413 1.132 1.388 -0.337
C -0.6944 -0.1362 -0.3699 -5.452 0.717 2.907
N -2.0335 -0.1473 -0.1334 0.040 -0.010 -0.133
N 0.2298 -0.1515 0.4873 3.659 -1.254 2.583
N 2.8124 0.0476 -0.0840 1.320 -0.792 -0.775
H -4.0315 -0.6257 -0.2278 0.549 0.651 0.701
H -3.6378 1.2562 0.3685 1.010 -2.697 -0.831
H -0.4850 -0.0608 -1.3518 0.904 0.469 -3.330
H 1.3751 -0.0936 0.1823 -1.207 0.064 -0.226
H 0.1801 -0.4435 1.4942 -0.925 0.757 -1.429
H 3.1324 0.9870 -0.3692 -0.247 -0.478 0.599
H 3.1778 -0.5706 -0.8875 -0.610 0.857 2.053
H 3.2413 -0.2076 0.8499 -0.171 0.328 -1.780

23
Properties=species:S:1:pos:R:3:forces:R:3 method="wB97M-V/def2-TZVPD" energy_ev=-10001.2596 homo_lumo_gap_ev=9.899 smiles="C/C=C/CCCN.O" lumo_energy_ev=0.8
C 1.7633 0.5864 -0.2426 -0.665 0.392 0.428
C 1.0672 1.5139 0.8208 -0.004 -1.547 0.115
C -0.4323 1.7818 0.5198 1.216 -0.107 1.938
C -2.3995 -1.6913 0.7047 0.196 -0.330 -0.407
C -1.6372 -0.4671 1.1034 1.299 -0.650 1.342
C -1.3016 0.5722 0.3611 -0.701 0.139 -2.861
N 1.3069 -0.8259 -0.4314 0.239 1.247 1.510
H 1.4934 1.0898 -1.1631 0.834 0.078 -0.639
H 2.8280 0.5154 -0.0504 0.223 0.536 -0.203
H 1.2074 1.0427 1.7960 -0.300 -0.119 0.193
H 1.5784 2.4700 0.9307 0.183 0.032 -0.422
H -0.8162 2.3171 1.3893 0.004 0.399 -0.045
H -0.4218 2.4749 -0.3164 -0.612 -0.233 -0.308
H -2.9966 -1.3537 -0.1576 -0.177 -1.024 0.253
H -1.7164 -2.5442 0.4769 -0.068 0.834 -0.600
H -2.9462 -2.2148 1.5133 -0.407 1.097 -0.285
H -1.1182 -0.6202 2.0461 -0.115 0.510 0.426
H -1.6571 0.5792 -0.6956 -0.436 -0.358 0.694
H 0.4289 -0.6943 -0.9081 -0.521 -0.803 0.392
H 1.1221 -1.1948 0.5144 -0.180 -0.016 -0.779
H 2.1808 -1.4457 -2.3613 -0.417 0.271 0.536
H 0.8841 -0.6513 -2.7685 0.631 -0.361 0.074
O 1.5826 -1.2403 -3.0814 -0.220 0.015 -1.352

119
Properties=species:S:1:pos:R:3:forces:R:3 method="wB97M-V/def2-TZVPD" energy_ev=-173522.6754 charge=+1 homo_lumo_gap_ev=7.186 lumo_energy_ev=-2.9
Bi -0.4098 -0.2057 0.1596 -0.487 0.206 0.407
C -1.9750 -5.8863 3.0898 -0.019 0.011 -0.021
C -1.5142 -5.0731 4.1122 -0.049 0.026 0.104
C -0.7170 -3.9708 3.8324 0.042 -0.002 -0.057
C -0.3645 -3.6938 2.5177 -0.147 0.258 -0.044
C -0.8356 -4.5112 1.4868 0.033 -0.019 0.106
C -1.6311 -5.6054 1.7737 -0.021 0.007 -0.050
P 0.6333 -2.2491 1.9981 0.388 -0.510 0.179
C 1.4112 -1.5757 3.4922 -0.073 0.166 -0.167
C 2.7873 -1.5288 3.6997 -0.074 -0.074 0.044
C 3.2932 -0.8757 4.8154 0.044 0.000 0.009
C 2.4376 -0.2400 5.7024 0.028 0.019 0.034
C 1.0679 -0.2435 5.4727 -0.058 0.024 -0.003
C 0.5538 -0.9047 4.3702 0.090 -0.047 -0.012
C 1.9043 -3.1887 1.0784 0.046 0.110 0.045
C 2.5757 -4.1845 1.7927 0.100 0.053 -0.104
C 3.4548 -5.0395 1.1580 -0.008 0.000 0.074
C 3.6229 -4.9383 -0.2155 -0.004 -0.019 -0.014
C 2.9308 -3.9766 -0.9284 -0.035 -0.040 -0.143
C 2.0764 -3.0544 -0.3110 -0.265 0.123 0.166
Si 1.3158 -1.6080 -1.2933 0.710 -0.276 -0.701
C 2.8188 -0.5762 -1.8859 -0.204 0.256 0.247
C 3.9137 -1.2265 -2.4666 -0.015 -0.155 0.038
C 5.0277 -0.5360 -2.9055 -0.034 -0.052 -0.012
C 5.0900 0.8428 -2.7568 0.017 0.088 -0.008
C 4.0156 1.5154 -2.2100 0.064 -0.059 0.000
C 2.8791 0.8181 -1.7965 -0.180 -0.191 -0.012
P 1.4630 1.7610 -1.1193 0.727 0.250 -0.170
C 2.3448 2.4981 0.3092 -0.117 -0.022 -0.062
C 2.9750 3.7380 0.2766 -0.046 -0.033 0.019
C 3.7081 4.1720 1.3723 0.015 0.056 0.013
C 3.8186 3.3757 2.5026 0.000 0.020 -0.029
C 3.1984 2.1344 2.5370 0.019 -0.073 0.090
C 2.4679 1.6989 1.4456 0.004 0.101 -0.135
C 1.2971 3.0993 -2.3478 -0.288 -0.168 0.009
C 0.7282 4.3234 -1.9980 0.035 -0.079 0.021
C 0.5866 5.3200 -2.9508 -0.054 0.102 0.042
C 0.9882 5.0982 -4.2596 -0.025 -0.014 -0.041
C 1.5107 3.8658 -4.6225 -0.052 -0.010 -0.091
C 1.6474 2.8624 -3.6777 0.039 0.059 0.111
C 0.5046 -2.0441 -2.9590 -0.260 0.082 0.234
C 1.1120 -2.9296 -3.8549 0.098 -0.070 0.058
C 0.5781 -3.1864 -5.1042 0.039 -0.022 -0.025
C -0.5924 -2.5558 -5.5044 -0.048 0.053 0.014
C -1.2185 -1.6773 -4.6416 0.091 0.021 -0.077
C -0.6724 -1.4116 -3.3828 0.164 0.122 0.098
P -1.6893 -0.3847 -2.2663 -0.394 -0.338 -0.582
C -2.1175 1.1661 -3.0896 0.155 0.038 0.255
C -1.5889 1.5607 -4.3127 -0.049 -0.054 0.004
C -1.9955 2.7619 -4.8738 0.070 0.068 -0.034
C -2.8859 3.5841 -4.2015 0.023 0.036 -0.042
C -3.3844 3.2078 -2.9618 -0.048 0.042 0.030
C -3.0049 2.0002 -2.4032 0.074 -0.047 -0.010
C -3.1899 -1.4170 -2.3258 0.058 0.025 0.171
C -4.4323 -0.9494 -2.7345 0.087 0.024 0.050
C -5.5121 -1.8179 -2.7640 -0.104 0.006 -0.046
C -5.3587 -3.1432 -2.3889 -0.018 0.015 -0.015
C -4.1121 -3.6169 -2.0041 0.073 -0.042 0.018
C -3.0294 -2.7570 -1.9706 -0.099 0.058 -0.059
H -2.6122 -6.7313 3.3134 0.029 -0.019 0.014
H -1.7851 -5.2870 5.1379 0.007 -0.009 -0.005
H -0.3721 -3.3358 4.6379 0.013 -0.037 0.015
H -0.5714 -4.2876 0.4586 -0.001 -0.048 -0.012
H -1.9922 -6.2334 0.9695 0.003 -0.006 0.013
H 3.4623 -2.0026 2.9992 0.015 -0.007 0.010
H 4.3620 -0.8607 4.9865 -0.004 0.009 0.002
H 2.8391 0.2678 6.5696 -0.003 0.009 -0.004
H 0.4014 0.2833 6.1435 0.006 -0.043 0.035
H -0.5150 -0.9043 4.1794 0.000 0.079 0.007
H 2.3931 -4.2845 2.8560 0.018 -0.049 0.007
H 3.9867 -5.7929 1.7238 -0.004 -0.006 -0.008
H 4.2929 -5.6132 -0.7318 -0.033 -0.021 -0.020
H 3.0584 -3.9611 -2.0011 0.040 -0.043 0.055
H 3.8982 -2.3006 -2.5821 0.102 0.043 -0.010
H 5.8494 -1.0738 -3.3602 0.012 -0.001 0.020
H 5.9682 1.3892 -3.0749 -0.002 0.001 -0.003
H 4.0524 2.5929 -2.1104 0.011 0.008 0.007
H 2.8950 4.3678 -0.6002 0.030 0.003 0.022
H 4.1995 5.1357 1.3396 -0.012 0.004 0.000
H 4.3916 3.7203 3.3531 -0.006 0.000 0.008
H 3.2821 1.5040 3.4134 -0.013 0.008 -0.019
H 1.9963 0.7208 1.4781 0.035 -0.021 0.084
H 0.4192 4.5052 -0.9744 -0.014 0.028 -0.012
H 0.1728 6.2798 -2.6694 -0.024 -0.023 0.016
H 0.8839 5.8819 -4.9987 0.017 0.005 0.014
H 1.8156 3.6838 -5.6454 -0.016 0.000 0.007
H 2.0565 1.9021 -3.9640 0.001 0.030 -0.055
H 2.0255 -3.4352 -3.5721 -0.029 -0.012 -0.074
H 1.0718 -3.8832 -5.7689 0.007 -0.003 0.009
H -1.0207 -2.7586 -6.4768 0.001 -0.002 -0.002
H -2.1471 -1.2028 -4.9354 -0.015 -0.034 -0.004
H -0.8772 0.9329 -4.8321 -0.001 0.008 -0.020
H -1.6099 3.0569 -5.8401 0.040 0.028 -0.003
H -3.1889 4.5242 -4.6441 -0.008 -0.007 0.004
H -4.0742 3.8542 -2.4349 -0.007 -0.023 0.009
H -3.4107 1.6825 -1.4479 -0.025 0.056 0.033
H -4.5635 0.0860 -3.0177 -0.039 -0.022 0.015
H -6.4819 -1.4524 -3.0745 0.006 0.006 0.004
H -6.2108 -3.8098 -2.3992 0.003 -0.004 -0.023
H -3.9826 -4.6555 -1.7288 -0.013 0.008 0.017
H -2.0521 -3.1245 -1.6812 -0.013 -0.053 0.023
C -4.0115 1.3710 3.6084 0.011 -0.034 0.006
C -2.7979 2.0077 2.9919 0.001 -0.043 -0.005
C -1.6069 2.1105 3.7081 0.019 -0.021 -0.012
C -0.4892 2.7180 3.1553 0.008 -0.058 0.016
C -0.5394 3.2071 1.8575 0.029 0.090 -0.057
C -1.7022 3.0626 1.1142 0.038 0.146 -0.009
C -2.8292 2.4926 1.6879 0.027 -0.028 -0.006
H -4.1515 1.7084 4.6357 -0.009 0.002 0.000
H -3.9019 0.2834 3.6286 -0.021 0.004 -0.007
H -4.9091 1.6030 3.0383 -0.008 -0.017 0.006
H -1.5625 1.7294 4.7228 -0.024 0.019 0.012
H 0.4192 2.8149 3.7375 -0.008 0.011 -0.007
H 0.3179 3.7172 1.4389 0.030 -0.043 0.010
H -1.7410 3.4100 0.0860 -0.020 0.089 0.032
H -3.7434 2.4143 1.1184 -0.054 -0.021 -0.022
Se -2.5541 -1.7361 1.2487 0.218 -0.474 0.222
C -3.7691 -0.5427 0.6437 -0.403 0.466 -0.297
N -4.5130 0.2337 0.2193 -0.009 -0.036 0.019